# C32H57F3N2O15PS

A molecular structure, C32H57F3N2O15PS at a distorted geometry (ωB97M-V/def2-TZVPD, the OMol25 dataset).

Its total energy is -3530.32392 Ha. As for the total charge: +1. The multiplicity is 1. The calculation puts the strongest force on any atom at 10.449 eV/Å.

Each line ends with the Mulliken charge.
Positions of all 111 atoms, in Å:
1 C 1.86197 3.22451 5.10689  -0.862
2 O 2.47769 3.20356 3.83146  -0.307
3 C 1.57422 2.98617 2.80161  0.485
4 C 1.21502 1.54107 2.66396  -1.037
5 N 0.02640 1.07090 2.60061  0.317
6 C -1.28885 1.75626 2.62132  -0.655
7 C -1.54248 2.73211 3.78843  -0.511
8 C -2.29971 3.99026 3.31282  -0.772
9 C -1.39582 5.20347 3.25619  0.374
10 O -1.30457 5.95823 4.20423  -0.561
11 O -0.66412 5.44665 2.14235  -0.434
12 C -0.06498 -0.40163 2.47612  -0.138
13 C -0.83716 -0.94359 1.27927  -2.211
14 C -2.06331 -1.76459 1.71027  -1.106
15 C -3.26010 -1.56000 0.76653  -0.282
16 C -4.38578 -0.87138 1.46005  0.401
17 O -4.66128 -0.98666 2.63447  -0.576
18 O -5.10609 -0.06332 0.64292  -0.479
19 C 1.36776 -0.86368 2.76615  -1.687
20 C 1.83218 -2.21044 2.20968  -1.024
21 C 2.08560 -3.20303 3.32001  -0.673
22 N 1.09161 -3.87824 3.71695  -0.507
23 C 2.23910 0.41986 2.53273  2.007
24 P 3.66491 0.35948 3.71672  0.940
25 O 4.64579 1.38501 3.40388  -0.659
26 O 3.06483 0.46157 5.17182  -0.522
27 O 4.30415 -1.07195 3.59769  -0.514
28 S 3.03220 0.52488 0.87765  1.174
29 O 4.06188 -0.44810 0.76241  -0.644
30 O 3.47078 1.84668 0.59774  -0.587
31 C 1.72299 0.19412 -0.41802  0.752
32 F 0.61964 0.89212 -0.16991  -0.190
33 F 1.48249 -1.09376 -0.53530  -0.228
34 F 2.24646 0.61835 -1.54819  -0.186
35 H 1.30879 4.15231 5.23903  0.400
36 H 1.18700 2.38319 5.25487  0.335
37 H 2.60584 3.16769 5.88521  0.343
38 H 0.71352 3.63835 2.89010  -0.218
39 H 2.08783 3.26917 1.88636  -0.055
40 H -2.03759 0.98287 2.69623  0.055
41 H -1.43621 2.20311 1.64721  0.549
42 H -2.19169 2.22287 4.48389  0.686
43 H -0.64371 3.00522 4.31263  0.112
44 H -2.79553 3.82792 2.35972  0.419
45 H -3.06791 4.22307 4.03034  0.399
46 H -0.96648 4.92804 1.38854  0.366
47 H -0.59710 -0.66653 3.38227  0.867
48 H -0.21507 -1.51958 0.61151  0.823
49 H -1.22989 -0.10777 0.70707  0.652
50 H -1.79218 -2.81096 1.76152  0.599
51 H -2.39033 -1.47201 2.70305  0.579
52 H -2.94919 -0.99211 -0.09945  0.350
53 H -3.58742 -2.55553 0.49456  0.052
54 H -5.47212 0.64711 1.17962  0.364
55 H 1.40952 -1.00149 3.84448  1.412
56 H 2.73462 -2.14783 1.60953  0.472
57 H 1.08058 -2.67848 1.59364  0.640
58 H 3.08797 -3.32324 3.71277  0.454
59 H 1.39133 -4.51737 4.45486  0.264
60 H 3.82008 0.38504 5.77399  0.409
61 H 5.15338 -0.95829 3.14807  0.393
62 C 3.92556 7.56797 2.02404  -1.203
63 C 3.33292 6.49588 1.14384  0.887
64 O 2.39438 6.71906 0.41366  -0.567
65 C 3.95804 5.12414 1.21231  -0.709
66 H 3.38237 8.49809 1.87666  0.340
67 H 3.85004 7.27485 3.07240  0.289
68 H 4.97429 7.72479 1.76793  0.349
69 H 3.88157 4.72456 2.22554  0.216
70 H 5.00823 5.16786 0.92247  0.573
71 H 3.43485 4.46071 0.52656  -0.005
72 C -3.97815 -5.79993 -1.66245  -1.381
73 C -3.10230 -5.59096 -0.45646  1.250
74 O -3.31089 -4.69189 0.33209  -0.694
75 C -1.95383 -6.54544 -0.27137  -1.200
76 H -4.76377 -5.04785 -1.67722  0.358
77 H -3.38048 -5.70992 -2.57113  0.098
78 H -4.43553 -6.78950 -1.62447  0.435
79 H -1.28098 -6.48361 -1.12756  0.146
80 H -2.32900 -7.56532 -0.17558  0.333
81 H -1.40608 -6.28411 0.63177  0.357
82 C 1.31024 3.61990 -5.54268  -1.114
83 C 1.38333 2.11281 -5.51650  0.733
84 O 0.59676 1.42688 -6.12642  -0.516
85 C 2.48275 1.49268 -4.68888  -0.781
86 H 0.47854 3.93097 -6.16987  0.306
87 H 1.15762 4.00551 -4.53330  0.304
88 H 2.23452 4.03221 -5.94947  0.333
89 H 2.36575 1.78068 -3.64544  0.082
90 H 3.45384 1.82812 -5.05485  0.389
91 H 2.43071 0.40859 -4.76669  0.244
92 C -2.87231 -1.04451 -8.13609  -1.140
93 C -2.09085 -1.77844 -7.07451  0.758
94 O -2.56837 -2.72138 -6.48032  -0.549
95 C -0.69976 -1.27852 -6.78655  -0.815
96 H -3.85395 -1.49996 -8.24387  0.313
97 H -2.99454 0.00172 -7.85267  0.322
98 H -2.34819 -1.10058 -9.09096  0.338
99 H -0.73804 -0.24833 -6.43345  0.218
100 H -0.08712 -1.33514 -7.68724  0.339
101 H -0.24777 -1.89576 -6.01204  0.231
102 C -3.23751 -4.60598 -3.60617  -1.254
103 C -2.11415 -5.30503 -2.89068  1.347
104 O -1.94047 -5.17403 -1.69623  -0.454
105 C -1.21054 -6.17586 -3.72592  -1.429
106 H -3.80737 -4.01498 -2.89176  0.173
107 H -2.84037 -3.94334 -4.37793  0.505
108 H -3.90108 -5.33818 -4.06852  0.351
109 H -0.72972 -5.57707 -4.50068  0.355
110 H -1.78926 -6.97292 -4.19411  0.316
111 H -0.44533 -6.61902 -3.09242  0.400

# C12H24Br12

6 unconnected molecules or ions with the total composition C12H24Br12 at a distorted geometry (ωB97M-V/def2-TZVPD, the OMol25 dataset).

Its total energy is -31359.77272 Ha. Its SMILES is BrCCBr.BrCCBr.BrCCBr.BrCCBr.BrCCBr.BrCCBr. The multiplicity is 1. The calculation puts the strongest force on any atom at 1.804 eV/Å.

Each line ends with the Mulliken charge.
Positions of all 48 atoms, in Å:
1 Br -1.38598 2.23683 3.69904  -0.131
2 C -0.86520 0.35817 3.44292  -0.488
3 C -1.64177 -0.22589 2.30490  -0.276
4 Br -1.41973 -2.21260 2.19894  -0.163
5 H -1.05689 -0.23274 4.33856  0.426
6 H 0.20447 0.32576 3.23592  0.237
7 H -1.39935 0.29244 1.37718  -0.061
8 H -2.66245 0.05266 2.56706  0.452
9 Br -2.07501 2.85471 -0.09837  0.010
10 C -4.07484 3.00398 -0.30313  -0.669
11 C -4.53012 2.02165 -1.35524  -0.479
12 Br -4.35195 0.20871 -0.61025  -0.165
13 H -4.21948 4.05695 -0.54490  0.388
14 H -4.41849 2.80604 0.71216  0.356
15 H -3.85639 1.82415 -2.18902  0.300
16 H -5.59403 2.14270 -1.55906  0.369
17 Br 6.58195 -1.00354 -1.54718  -0.160
18 C 6.31691 -1.43759 0.35083  -0.604
19 C 4.86506 -1.99501 0.56460  -0.325
20 Br 4.65283 -2.78611 2.41220  -0.174
21 H 6.39911 -0.54485 0.97081  0.359
22 H 7.10583 -2.07860 0.74427  0.423
23 H 4.78369 -2.74654 -0.22068  0.390
24 H 4.12030 -1.21178 0.42318  0.073
25 Br 2.01859 2.27879 2.52250  -0.120
26 C 2.45753 3.24653 0.86400  -0.345
27 C 1.36758 4.31755 0.54964  -0.287
28 Br 1.78818 5.42315 -1.07969  -0.160
29 H 2.47163 2.57941 0.00211  0.171
30 H 3.40366 3.70184 1.15661  0.397
31 H 1.17889 4.93448 1.42821  0.451
32 H 0.40493 3.82356 0.41781  -0.122
33 Br 2.54222 0.01607 -1.28391  -0.228
34 C 0.75977 -0.78029 -0.91631  -0.445
35 C -0.32435 0.25332 -1.26633  -0.225
36 Br -0.43249 0.65453 -3.24729  -0.120
37 H 0.71048 -1.06510 0.13467  0.297
38 H 0.63219 -1.61873 -1.60102  0.466
39 H -0.19762 1.11088 -0.60555  -0.044
40 H -1.28146 -0.21384 -1.03438  0.206
41 Br -3.22889 -2.49731 -3.02252  -0.143
42 C -2.58973 -4.27774 -2.82105  -0.494
43 C -2.16077 -4.34625 -1.42117  -0.485
44 Br -1.21231 -6.05922 -1.18641  -0.171
45 H -1.79078 -4.45845 -3.54017  0.388
46 H -3.39464 -4.97785 -3.04480  0.385
47 H -3.05813 -4.25057 -0.80987  0.404
48 H -1.54274 -3.50406 -1.10996  0.134

# C14H54N14O13

13 unconnected molecules or ions with the total composition C14H54N14O13 at a distorted geometry (ωB97M-V/def2-TZVPD, the OMol25 dataset).

Its total energy is -2310.42602 Ha. The multiplicity is 1. The calculation puts the strongest force on any atom at 9.142 eV/Å.

Each line ends with the Mulliken charge.
Positions of all 95 atoms, in Å:
1 C 1.77688 4.39996 1.31735  -0.293
2 C 2.81888 4.79796 2.37135  -0.644
3 O 3.73788 3.67896 2.38335  -0.529
4 H 1.29488 3.43596 1.39835  -0.249
5 H 2.33088 4.44496 0.34235  0.087
6 H 1.02388 5.20896 1.31435  0.562
7 H 2.39188 4.89496 3.30435  0.396
8 H 3.30688 5.77496 2.20735  0.342
9 H 4.52088 3.90796 2.83935  0.268
10 C 0.37888 -3.86104 -0.77365  0.160
11 O -0.96812 -3.55704 -1.09165  -0.701
12 N 1.33988 -3.26704 -1.41165  -0.491
13 N 0.79488 -4.64904 0.12135  -0.427
14 H 1.14888 -2.69504 -2.22665  0.156
15 H 2.34588 -3.50704 -1.25365  0.252
16 H 0.21988 -4.90404 0.99435  0.346
17 H 1.76788 -5.01604 0.29735  0.240
18 C 2.32288 2.54896 -3.12165  0.456
19 O 2.24388 1.16596 -2.98365  -0.840
20 N 2.50888 3.34596 -2.09565  -0.047
21 N 2.28488 3.09596 -4.30865  -0.432
22 H 2.69388 2.84796 -1.21165  0.081
23 H 2.40588 4.36696 -2.15665  0.270
24 H 2.20288 2.46096 -5.10465  0.296
25 H 2.52288 4.09996 -4.55565  0.219
26 C -2.97312 -0.75904 2.40635  0.339
27 O -2.53112 -0.00904 1.32735  -0.691
28 N -3.46012 -1.91704 2.37535  -0.266
29 N -2.90312 -0.27504 3.55135  -0.292
30 H -3.54712 -2.36104 1.39935  0.244
31 H -3.84912 -2.36504 3.20035  0.154
32 H -2.43412 0.63796 3.71435  0.394
33 H -3.41012 -0.65304 4.35935  0.164
34 C 0.52588 -0.12604 -0.25065  -1.452
35 O 0.44388 1.19496 0.01135  0.233
36 N -0.52412 -0.84604 -0.14665  2.951
37 N 1.62088 -0.74604 -0.50565  0.461
38 H -1.38412 -0.42504 0.36435  -0.198
39 H -0.56612 -1.87104 -0.29765  -1.110
40 H 2.57788 -0.25704 -0.61065  0.274
41 H 1.63688 -1.71304 -0.91165  0.205
42 C 4.13488 1.30296 -0.21365  0.322
43 O 5.37088 1.39096 0.34335  -0.801
44 N 3.08588 1.96296 0.19935  0.042
45 N 3.86488 0.40896 -1.11165  -0.302
46 H 3.32588 2.65396 0.94535  -0.054
47 H 2.17888 1.49296 0.34235  -0.167
48 H 4.68288 -0.20904 -1.28365  0.205
49 H 3.14688 0.64896 -1.95065  0.499
50 C -1.39912 -4.51104 2.23135  0.321
51 O -2.71312 -4.83204 2.11835  -0.791
52 N -1.05512 -3.26804 2.15035  0.145
53 N -0.39712 -5.31504 2.25235  -0.404
54 H -1.80412 -2.56004 2.09135  -0.378
55 H -0.12812 -2.85704 2.20535  0.255
56 H -0.56912 -6.33104 2.30035  0.268
57 H 0.56988 -5.00504 2.60835  0.406
58 C -4.58912 -3.01004 -0.79665  0.387
59 O -5.88512 -3.36204 -0.54465  -0.797
60 N -3.55912 -3.27804 -0.03665  -0.169
61 N -4.26312 -2.41104 -1.88465  -0.259
62 H -3.76812 -4.05604 0.58335  0.337
63 H -2.59512 -3.25504 -0.43465  -0.009
64 H -4.96712 -2.08604 -2.54165  0.259
65 H -3.47912 -1.83504 -1.88065  0.212
66 C 1.58888 -0.95404 2.85535  -0.305
67 O 1.73988 -2.01604 1.93035  -0.795
68 H 2.34188 -1.05704 3.60535  0.323
69 H 0.57988 -0.99104 3.30735  0.207
70 H 1.79188 -0.00904 2.36335  -0.045
71 H 1.70688 -1.59704 1.01435  0.656
72 C 0.02688 -1.76404 -4.12565  -0.600
73 O 1.31388 -1.40404 -3.67065  -0.685
74 H -0.04412 -1.87904 -5.21165  0.356
75 H -0.67612 -1.07804 -3.89065  0.156
76 H -0.30712 -2.74004 -3.76065  0.298
77 H 1.30088 -0.50304 -3.32765  0.400
78 C -0.73412 3.81196 -1.13865  0.335
79 O -0.90412 4.99496 -1.94165  -0.616
80 H -0.18612 3.08696 -1.70665  -0.297
81 H -1.68912 3.32496 -0.98865  0.375
82 H -0.21312 4.02596 -0.11165  -0.236
83 H -1.14312 4.62596 -2.83365  0.344
84 C -1.33812 2.52596 2.18435  -0.671
85 O -2.04312 2.28896 3.32535  -0.609
86 H -0.71012 3.35496 2.45135  0.316
87 H -1.76712 2.75696 1.19535  0.360
88 H -0.60112 1.72696 1.90435  0.086
89 H -2.91812 2.71296 3.22535  0.380
90 C -2.70412 1.09596 -1.86565  -0.621
91 O -2.46212 -0.28204 -2.07965  -0.659
92 H -2.62612 1.29896 -0.78465  0.061
93 H -3.55812 1.47596 -2.35465  0.485
94 H -1.86112 1.57696 -2.26265  0.181
95 H -1.73412 -0.62104 -1.58165  0.403

Which value of strongest force on any atom does entry 2 give? 1.804 eV/Å